# 1
Formula: C25H33IN2O11S2
Source: OMol25
Level of theory: the ωB97M-V functional and the def2-TZVPD basis

Last column: Mulliken charge in e.
Cartesian coordinates (Å):
O  4.184748  -2.112142  1.166036  -0.66
S  3.529069  -2.095604  -0.190451  1.22
O  4.384495  -2.974867  -1.094007  -0.60
O  1.977860  -2.748061  -0.207566  -0.43
C  3.540419  -0.391051  -0.988993  0.06
C  2.927703  0.751210  -0.005750  -0.74
C  1.395598  1.118255  -0.322158  -0.63
C  0.414985  0.035478  0.342460  0.41
C  0.639287  -0.418071  1.807071  -0.34
C  -0.224468  -1.497536  2.570111  -0.53
C  -1.406309  -2.131535  1.798493  -0.66
I  -2.648701  -3.571400  2.845677  0.08
C  -1.664066  -1.702459  0.272970  0.79
N  -2.713757  -2.196274  -0.626446  -0.57
S  -2.512435  -1.387037  -2.138971  0.12
N  -1.163297  -0.360409  -1.862422  -0.55
C  -0.762861  -0.622504  -0.474406  0.76
H  1.481693  -2.180269  -0.854850  0.29
H  4.666565  -0.135896  -1.095074  0.32
H  3.007965  -0.427054  -2.004902  0.02
H  3.130016  0.398143  1.064333  0.27
H  3.531281  1.732277  -0.135448  0.39
H  1.109857  2.206648  -0.048390  0.40
H  1.249364  1.032020  -1.470341  0.16
H  1.504815  0.079173  2.376709  0.31
H  0.071176  -1.743348  3.640891  0.37
O  -2.807897  0.311180  2.265967  -0.43
C  -3.891063  0.566703  1.815694  0.42
C  -4.519156  -0.142389  0.662476  0.56
C  -5.635756  0.802850  0.274603  -0.83
C  -5.970762  1.462972  1.591398  0.20
O  -4.732609  1.513372  2.311374  -0.36
H  -4.903327  -1.107696  1.001353  0.28
H  -3.800255  -0.280015  -0.134810  -0.55
H  -6.490182  0.307004  -0.189692  0.41
H  -5.256935  1.550762  -0.429696  0.30
H  -6.691768  0.882766  2.176250  0.23
H  -6.358074  2.472328  1.454403  -0.18
O  -7.459370  4.447933  1.016109  -0.61
C  -7.138293  4.869040  2.099376  0.54
C  -7.957332  5.791185  2.959954  -0.43
C  -6.935286  6.282176  3.961448  -0.48
C  -5.972161  5.121298  4.040333  -0.43
O  -5.982835  4.532203  2.734902  -0.29
H  -8.754225  5.217348  3.439120  0.26
H  -8.371844  6.611031  2.373336  0.29
H  -7.363234  6.553049  4.928250  0.32
H  -6.422717  7.162777  3.560965  0.26
H  -6.289111  4.366374  4.766048  0.26
H  -4.960197  5.446539  4.287914  0.31
O  1.804244  -0.771060  -3.244890  -0.62
C  1.753952  -1.656870  -4.067091  0.35
C  0.984838  -1.612029  -5.357939  -0.37
C  0.958251  -3.070060  -5.761243  -0.53
C  2.234740  -3.598758  -5.152263  -0.48
O  2.430978  -2.827219  -3.961739  -0.29
H  1.532662  -0.999453  -6.078178  0.28
H  -0.020179  -1.218885  -5.203163  0.26
H  0.898298  -3.226412  -6.839650  0.34
H  0.095663  -3.562548  -5.300770  0.26
H  3.099133  -3.455134  -5.807216  0.28
H  2.157912  -4.656744  -4.895977  0.33
O  9.668572  0.195759  0.356629  -0.60
C  8.877848  -0.710392  0.269286  0.42
C  8.735912  -1.848809  1.243230  -0.36
C  7.913417  -2.843822  0.452770  -0.58
C  7.107297  -1.949951  -0.457862  0.19
O  7.949924  -0.818778  -0.719354  -0.38
H  8.204785  -1.494898  2.130110  0.24
H  9.709674  -2.257125  1.514151  0.31
H  7.295411  -3.494422  1.073852  0.31
H  8.578156  -3.478119  -0.143008  0.29
H  6.186999  -1.597582  0.014900  -0.37
H  6.854903  -2.445163  -1.396238  0.44

Forces on the atoms, in the same order (eV/Å):
-3.122 0.910 -2.495
4.745 -3.402 -0.671
-3.105 2.439 1.596
1.657 2.043 -0.315
-0.057 1.537 0.947
0.328 0.447 -0.209
-0.469 -1.084 -0.469
-0.717 -1.541 2.549
-2.002 -0.396 -2.806
-1.825 0.484 -4.592
3.308 2.459 -0.111
0.878 1.171 -1.042
-0.482 0.147 -1.666
4.066 2.406 0.910
2.077 0.156 3.483
-0.499 -2.423 4.618
-0.624 -0.476 0.272
0.255 -0.576 0.588
-1.796 -1.025 0.170
1.016 -0.272 1.787
-0.501 0.659 -1.439
-0.783 -1.762 0.039
0.539 -1.915 -0.120
0.193 0.198 1.898
-1.566 -0.934 -0.972
-0.778 0.191 -1.729
-0.243 0.709 0.348
0.372 -0.323 0.415
-0.563 0.354 -0.486
-0.280 -0.088 -0.549
-0.608 0.358 -0.064
0.576 -0.260 0.023
0.195 -0.050 -0.039
-0.077 -0.088 0.231
0.020 0.099 0.087
-0.087 -0.035 0.083
0.076 -0.040 0.002
0.189 -0.161 0.169
0.627 0.060 0.582
-0.479 -0.372 -0.708
0.136 0.471 0.195
-0.126 0.549 0.366
0.348 0.006 0.521
-0.378 0.111 -0.489
-0.039 0.023 -0.157
-0.194 -0.329 -0.071
0.108 -0.062 -0.052
-0.032 -0.094 0.075
0.028 0.013 -0.071
-0.034 -0.245 -0.174
-0.248 -0.817 -0.476
0.264 0.358 0.093
-0.388 -0.273 -0.118
-0.435 -0.220 -0.442
0.155 -0.589 -0.333
-0.369 0.805 0.330
-0.064 0.108 0.118
0.258 0.305 0.028
0.063 -0.037 0.112
0.102 0.020 -0.062
-0.026 0.023 0.090
0.176 0.188 0.189
-0.582 -0.406 -0.465
0.531 0.893 0.277
0.015 -0.535 -0.133
-0.055 -0.626 0.254
-0.506 -0.291 -0.262
0.627 0.294 0.237
0.135 0.049 -0.005
-0.050 0.345 0.178
-0.048 0.094 -0.140
-0.089 0.049 0.040
0.267 -0.085 -0.022
-0.007 0.303 0.052

Results
* LUMO level: -1.4 eV
* structure (SMILES): O=S(=O)(O)CCCc1ccc(I)c2nsnc12.O=C1CCCO1.O=C1CCCO1.O=C1CCCO1.O=C1CCCO1
* spin multiplicity: 1
* total energy: -81728.014 eV
* Kohn-Sham gap: 6.86 eV

=====

# 2
Formula: C25H33IrN4O2S3
Source: OMol25
Level of theory: the ωB97M-V functional and the def2-TZVPD basis

Last column: natural (NBO) charge in e.
Cartesian coordinates (Å):
Ir  -1.149689  -0.594825  -0.323800  0.53
C  -2.664040  0.389668  0.944210  -0.09
C  -2.562454  -0.967230  1.390736  -0.13
C  -1.673342  -0.945683  2.581492  0.03
C  -1.057814  0.252099  2.627369  -0.06
C  -1.552760  1.065369  1.486895  -0.04
C  -1.193242  2.505164  1.301742  -0.64
C  -0.072247  0.746229  3.636411  -0.65
C  -1.517100  -2.105608  3.499844  -0.65
C  -3.636169  -2.003805  1.247368  -0.63
C  -3.916957  0.964281  0.355565  -0.63
H  -1.517655  3.100469  2.161730  0.22
H  -1.654669  2.932448  0.413354  0.21
H  -0.113992  2.640823  1.211158  0.22
H  -0.574062  1.079188  4.548606  0.22
H  0.497448  1.597386  3.260364  0.21
H  0.647875  -0.026567  3.912376  0.23
H  -2.487654  -2.461804  3.854698  0.21
H  -0.918923  -1.838312  4.371373  0.22
H  -1.022797  -2.940444  2.996707  0.23
H  -4.406270  -1.896496  2.017935  0.21
H  -3.216657  -3.006142  1.336163  0.23
H  -4.122852  -1.946048  0.272878  0.22
H  -4.703199  0.891917  1.112855  0.22
H  -4.270378  0.431432  -0.524493  0.22
H  -3.803173  2.018941  0.107371  0.21
C  -2.651671  2.264967  -2.308600  -0.66
C  -2.893865  0.860283  -2.755857  0.30
C  -3.595320  0.593050  -3.924936  -0.34
C  -3.723696  -0.725826  -4.324584  0.10
N  -3.161563  -1.737319  -3.676837  -0.47
C  -2.494044  -1.414929  -2.580418  0.26
S  -1.572043  -2.516690  -1.621127  -0.04
N  -2.385112  -0.154276  -2.056467  -0.52
H  -2.309473  2.857342  -3.156373  0.24
H  -1.894420  2.297066  -1.530956  0.24
H  -3.572398  2.717319  -1.937514  0.23
H  -4.018218  1.398681  -4.506890  0.23
H  -4.282309  -0.976528  -5.219915  0.20
C  2.600221  -2.482822  -2.713860  -0.43
N  1.545856  -1.530170  -2.433900  -0.59
C  1.742746  -0.243815  -2.167317  0.38
S  0.452317  0.716439  -1.569711  -0.17
N  2.959811  0.276066  -2.363884  -0.58
C  3.362395  1.637892  -2.069003  -0.41
H  2.158223  -3.474515  -2.741880  0.24
H  3.361898  -2.475561  -1.927921  0.21
H  3.067843  -2.291714  -3.682977  0.20
H  0.639419  -1.895088  -2.152588  0.45
H  3.684561  -0.351498  -2.671816  0.40
H  3.789343  2.102429  -2.957144  0.20
H  4.099362  1.645567  -1.265075  0.21
H  2.492440  2.206003  -1.753874  0.24
O  5.742655  2.163885  2.357715  -0.67
C  5.727029  0.964236  1.719395  0.78
O  6.755565  0.487492  1.322091  -0.57
C  4.396757  0.322134  1.551748  -0.25
C  3.204463  1.043135  1.506074  -0.15
C  1.996340  0.406289  1.285784  -0.27
C  1.938783  -0.979016  1.121179  -0.15
S  0.482908  -1.876395  0.778711  -0.10
C  3.139440  -1.702304  1.199096  -0.25
C  4.345128  -1.064045  1.393652  -0.15
H  4.864465  2.347392  2.723656  0.48
H  3.203013  2.125189  1.593451  0.19
H  1.082958  0.981259  1.214481  0.23
H  3.111538  -2.778510  1.081529  0.22
H  5.269426  -1.625545  1.421958  0.23

Forces on the atoms, in the same order (eV/Å):
-0.234 0.986 -0.017
-0.200 -0.165 -0.105
0.111 -0.389 -0.153
0.042 0.161 0.263
-0.271 -0.009 0.207
0.386 -0.309 -0.274
-0.158 0.083 0.125
0.099 -0.006 0.086
0.053 -0.023 0.064
-0.085 0.042 -0.083
0.081 0.169 0.020
0.009 -0.009 0.003
-0.009 0.005 0.000
-0.003 0.037 -0.041
-0.013 -0.007 0.031
-0.029 -0.023 0.040
-0.012 0.009 0.005
-0.014 0.004 0.013
0.013 -0.008 -0.014
-0.029 0.006 -0.001
-0.005 0.024 0.034
0.003 -0.005 -0.005
-0.006 0.004 -0.002
0.009 0.025 0.010
-0.021 -0.036 0.013
0.005 -0.053 0.015
-0.029 0.043 0.012
0.167 0.070 -0.052
-0.045 -0.052 -0.033
-0.052 0.172 -0.049
0.084 -0.050 0.128
0.140 0.195 0.143
-0.039 -0.107 -0.144
-0.310 -0.573 0.005
0.022 0.009 -0.011
-0.023 -0.019 0.006
0.024 -0.005 -0.031
-0.004 0.019 -0.001
-0.002 -0.020 0.006
0.019 0.032 0.047
0.123 0.023 0.070
0.044 -0.086 0.134
0.009 -0.085 -0.172
-0.096 -0.160 -0.066
0.053 0.068 0.058
-0.014 0.002 -0.017
0.005 0.016 -0.012
0.006 0.006 0.009
0.002 0.040 -0.050
-0.003 -0.012 -0.009
-0.007 0.004 -0.010
-0.007 0.003 -0.026
0.027 -0.011 -0.001
-0.173 -0.012 0.028
0.040 0.015 -0.010
-0.056 0.060 0.054
-0.043 -0.022 0.008
0.000 -0.062 0.031
-0.039 0.025 -0.068
0.060 0.019 -0.187
-0.046 0.018 0.111
0.023 0.005 0.003
0.034 0.083 0.014
0.212 -0.053 -0.077
0.020 0.025 -0.002
0.148 -0.117 -0.060
-0.019 -0.020 -0.011
0.020 0.004 0.005

Results
* LUMO level: 0.3 eV
* spin multiplicity: 1
* total energy: -71863.160 eV
* Kohn-Sham gap: 7.17 eV